A cluster of 12 separate species, C49H107BN5O19 in total. Source: the Open Molecules 2025 dataset; level of theory: ωB97M-V with the def2-TZVPD basis set.

Structure (ORCA input):
```
! RIJCOSX wB97M-V def2-TZVPD def2/J DEFGRID3
* xyz -1 1
O -8.0973 2.6342 -13.3873
C -8.7514 3.5250 -12.8664
O -9.7110 3.3703 -11.9119
B -10.2714 4.6944 -11.6110
O -9.3876 5.6569 -12.3011
C -8.4843 4.9790 -13.0613
O -7.4853 5.4324 -13.6189
O -10.2696 5.0303 -10.1894
C -11.4862 5.0933 -9.7063
O -11.9316 5.4007 -8.5945
C -12.4323 4.8226 -10.9940
O -11.6630 4.7438 -12.0254
O -13.6818 5.0082 -11.0666
C -11.3517 6.4708 -22.0350
C -10.7358 5.9296 -20.7185
C -10.0799 7.1846 -20.0281
C -9.7605 6.9917 -18.5105
C -10.9425 6.3548 -17.7723
C -11.5265 5.0622 -18.3782
N -11.7451 5.3754 -19.8242
O -12.3584 4.3148 -20.5416
C -10.6224 3.8208 -18.1495
C -12.9522 4.8846 -17.8285
C -9.6160 4.8982 -21.0679
H -11.6661 5.5797 -22.5782
H -10.6757 7.0481 -22.6658
H -12.2420 7.0709 -21.8473
H -9.2275 7.6111 -20.5570
H -10.8502 7.9552 -20.0596
H -9.3188 7.8337 -17.9775
H -8.9055 6.3157 -18.5021
H -11.7930 7.0308 -17.6849
H -10.7473 6.2416 -16.7059
H -10.9506 2.9687 -18.7448
H -9.5724 3.9723 -18.3998
H -10.6571 3.4165 -17.1379
H -13.6114 5.7168 -18.0753
H -13.3377 3.8984 -18.0874
H -12.9364 5.0047 -16.7453
H -9.9558 4.0314 -21.6348
H -9.0102 4.4943 -20.2568
H -8.8185 5.3575 -21.6520
H -11.7714 3.5635 -20.4294
C -2.7918 3.4644 -14.0034
C -1.5018 4.2956 -14.1592
C -0.4750 3.3630 -14.8857
C -0.6948 3.2149 -16.4436
C -0.7834 4.5541 -17.0684
C -1.7596 5.5700 -16.3496
N -1.7812 5.5138 -14.9060
O -2.7813 6.3027 -14.3156
C -1.1802 6.8983 -16.6117
C -3.2076 5.5077 -16.9819
C -0.9624 4.7279 -12.7451
H -3.2821 3.4502 -14.9768
H -3.5914 3.9073 -13.4095
H -2.7290 2.4894 -13.5201
H 0.5229 3.7985 -14.8346
H -0.4058 2.4005 -14.3788
H -1.5203 2.5375 -16.6619
H 0.1477 2.6769 -16.8781
H -1.1472 4.3996 -18.0842
H 0.1797 4.9688 -17.3663
H -1.8137 7.7402 -16.3325
H -0.1961 6.9922 -16.1525
H -1.0307 6.9708 -17.6890
H -3.7115 6.4016 -16.6144
H -3.1531 5.4542 -18.0692
H -3.7575 4.6014 -16.7282
H -0.0280 5.2830 -12.8279
H -0.6839 3.8386 -12.1796
H -1.5076 5.4120 -12.0950
H -3.5810 5.7740 -14.3671
C -21.9584 7.9525 -12.3758
C -20.4534 7.5710 -12.0437
C -20.5047 6.3593 -10.9932
C -20.7564 4.9197 -11.5812
C -19.6430 4.6542 -12.5933
C -19.5538 5.7477 -13.7060
N -19.5888 7.1802 -13.2004
O -19.3706 8.1850 -14.0840
C -18.2223 5.4777 -14.4338
C -20.7036 5.4332 -14.7286
C -19.7542 8.7212 -11.3144
H -22.5280 7.8702 -11.4501
H -22.3464 7.1448 -12.9964
H -22.2549 8.9243 -12.7704
H -19.5595 6.3537 -10.4503
H -21.1754 6.5984 -10.1678
H -21.7452 4.8087 -12.0263
H -20.7284 4.1961 -10.7665
H -19.7495 3.6180 -12.9143
H -18.7501 4.5370 -11.9793
H -18.0577 4.5139 -14.9156
H -17.9774 6.1726 -15.2370
H -17.3973 5.4733 -13.7215
H -21.7162 5.4110 -14.3258
H -20.6710 6.1182 -15.5758
H -20.6564 4.4131 -15.1097
H -18.8740 8.4300 -10.7412
H -20.4170 9.2555 -10.6338
H -19.3202 9.4310 -12.0187
H -18.4334 8.3610 -13.9730
C -18.2610 3.0575 -5.5535
C -18.1526 1.8125 -4.6371
C -19.0098 0.6878 -5.1416
C -18.3947 -0.0916 -6.3543
C -17.0542 -0.5605 -5.9558
C -16.0838 0.5005 -5.4395
N -16.7294 1.3487 -4.4084
O -15.9454 2.3005 -3.7144
C -14.8616 -0.1552 -4.8137
C -15.6426 1.2827 -6.7560
C -18.7552 2.1753 -3.2001
H -19.0434 2.9920 -6.3096
H -17.3546 3.3373 -6.0902
H -18.5427 3.9068 -4.9311
H -19.1883 -0.0143 -4.3271
H -19.9941 1.0011 -5.4896
H -18.3439 0.4476 -7.3002
H -18.9741 -1.0053 -6.4874
H -16.7541 -1.0568 -6.8787
H -17.1436 -1.3754 -5.2374
H -14.2758 0.5448 -4.2181
H -15.2176 -0.9978 -4.2210
H -14.2879 -0.6570 -5.5929
H -15.1203 0.5919 -7.4178
H -16.4929 1.6674 -7.3191
H -14.9910 2.1204 -6.5075
H -18.5994 1.3197 -2.5430
H -19.7358 2.6513 -3.1885
H -18.1607 2.9452 -2.7083
H -16.1170 3.0824 -4.2444
C -13.6350 -4.9349 -15.5411
C -14.6857 -3.7368 -15.3910
C -15.4878 -4.2311 -14.1376
C -16.1164 -3.1022 -13.2726
C -15.0598 -1.9552 -13.0905
C -14.3958 -1.4073 -14.3649
N -13.8941 -2.5278 -15.1014
O -13.1330 -2.1160 -16.1117
C -15.5332 -0.5350 -15.0750
C -13.1459 -0.5498 -13.7630
C -15.6142 -3.6450 -16.5623
H -14.1050 -5.8080 -15.9936
H -12.7039 -4.7043 -16.0588
H -13.2339 -5.2895 -14.5916
H -16.4186 -4.6734 -14.4927
H -15.0047 -4.9138 -13.4386
H -17.0239 -2.6651 -13.6890
H -16.4753 -3.6124 -12.3788
H -14.3509 -2.4390 -12.4186
H -15.5967 -1.1752 -12.5508
H -16.4421 -1.0795 -15.3308
H -15.1216 -0.1702 -16.0160
H -15.7986 0.3630 -14.5172
H -12.3444 -0.4619 -14.4965
H -12.7104 -1.1276 -12.9478
H -13.5865 0.3687 -13.3752
H -16.1167 -4.5784 -16.8159
H -16.3782 -2.8680 -16.5892
H -15.0086 -3.4109 -17.4378
H -12.2959 -2.5572 -15.9501
O -12.3350 6.2926 -3.6441
H -11.4175 6.5052 -3.4728
H -12.3131 5.7551 -4.4358
O -10.3025 9.5388 -11.0652
H -9.9890 8.6817 -11.3539
H -9.7271 9.7718 -10.3367
O -15.7121 9.0275 -12.5737
H -15.1906 8.2321 -12.4654
H -16.6029 8.7636 -12.3435
O -6.4528 -1.0035 -12.6881
H -6.3522 -0.2501 -13.2698
H -7.1455 -0.7461 -12.0797
O -10.2513 9.5013 -7.0713
H -11.1735 9.6899 -7.2452
H -10.2510 8.6129 -6.7151
O -16.3244 7.5981 -7.5734
H -16.3975 6.7018 -7.9015
H -16.0229 7.4992 -6.6704
*
```

Output
- E_LUMO (eV) = 1.6
- E_tot (Ha) = -3659.3296

Atom charges from the Löwdin analysis, given in e for atoms 1 to 99: O 0.122; C -0.353; O 0.223; B -0.924; O 0.212; C -0.342; O 0.121; O 0.238; C -0.337; O 0.089; C -0.334; O 0.243; O 0.053; C -0.039; C -0.491; C -0.123; C -0.159; C -0.137; C -0.479; N -0.104; O -0.026; C -0.015; C -0.035; C -0.037; H 0.071; H 0.082; H 0.085; H 0.112; H 0.106; H 0.108; H 0.095; H 0.113; H 0.121; H 0.071; H 0.063; H 0.087; H 0.088; H 0.082; H 0.082; H 0.075; H 0.059; H 0.079; H 0.066; C -0.036; C -0.477; C -0.103; C -0.185; C -0.146; C -0.504; N -0.139; O 0.010; C -0.072; C -0.010; C -0.029; H 0.070; H 0.079; H 0.088; H 0.110; H 0.112; H 0.108; H 0.105; H 0.110; H 0.114; H 0.089; H 0.094; H 0.085; H 0.079; H 0.077; H 0.070; H 0.071; H 0.074; H 0.076; H 0.083; C -0.021; C -0.437; C -0.116; C -0.175; C -0.157; C -0.429; N -0.139; O -0.001; C -0.051; C -0.040; C -0.048; H 0.066; H 0.057; H 0.074; H 0.101; H 0.105; H 0.096; H 0.102; H 0.117; H 0.114; H 0.083; H 0.078; H 0.081; H 0.058; H 0.080; H 0.075